(1)
A cluster of 12 separate species, C8H40O16 in total, computed with wB97M-V/def2-TZVPD.

Values from the calculation:
Energy above the lowest of the compared OMol25 structures with the same formula, charge and spin = 0.0 kJ/mol
LUMO (spin up / spin down) = 2.08 / 1.99 eV
HOMO level (spin up / spin down) = 0.28 / -7.52 eV
E_tot = -41702.872 eV
Kohn-Sham gap (spin up / spin down) = 1.80 / 9.51 eV
Multiplicity = 2
Charge = -1

Cartesian coordinates (Å):
O (0.129, 3.556, 3.228)
H (-0.817, 3.649, 3.340)
H (0.240, 2.690, 2.835)
O (-4.527, 1.889, -1.240)
H (-4.381, 2.395, -0.441)
H (-4.439, 2.527, -1.948)
O (2.891, -2.498, 0.769)
H (3.737, -2.089, 0.588)
H (2.949, -2.774, 1.684)
O (-2.812, -1.308, -3.652)
H (-3.411, -1.178, -2.918)
H (-2.129, -0.649, -3.524)
O (-4.784, -0.935, -1.458)
H (-4.754, 0.021, -1.425)
H (-5.637, -1.162, -1.089)
O (2.600, 1.703, 2.914)
H (2.380, 1.422, 2.026)
H (2.685, 2.654, 2.851)
O (0.290, 0.548, -3.724)
H (-0.075, 0.340, -2.865)
H (0.470, -0.304, -4.121)
O (2.284, 1.360, 0.288)
H (2.040, 2.186, -0.129)
H (3.228, 1.430, 0.429)
C (2.931, 3.554, -2.264)
C (1.441, 3.424, -1.835)
O (1.282, 3.815, -0.469)
O (3.265, 4.934, -2.376)
H (3.035, 3.095, -3.247)
H (3.627, 3.004, -1.631)
H (1.131, 2.381, -1.890)
H (0.820, 4.015, -2.507)
H (1.325, 4.770, -0.374)
H (2.736, 5.221, -3.123)
C (1.031, -1.445, 4.458)
C (-0.247, -2.187, 4.047)
O (-1.086, -1.344, 3.262)
O (2.088, -1.315, 3.462)
H (1.442, -2.071, 5.250)
H (0.888, -0.490, 4.962)
H (-0.829, -2.576, 4.883)
H (-0.091, -3.078, 3.439)
H (-0.598, -0.921, 2.552)
H (1.668, -0.754, 2.807)
C (-0.983, -4.126, -1.793)
C (-0.121, -3.591, -0.635)
O (0.614, -2.475, -1.104)
O (-1.829, -5.098, -1.319)
H (-0.421, -4.547, -2.627)
H (-1.592, -3.272, -2.090)
H (0.453, -4.413, -0.207)
H (-0.767, -3.292, 0.190)
H (1.443, -2.415, -0.622)
H (-2.391, -5.463, -2.006)
C (-0.611, 0.667, 0.712)
C (-1.623, 0.026, -0.312)
O (-0.972, -0.305, -1.576)
O (0.335, -0.201, 1.295)
H (-1.195, 1.108, 1.520)
H (-0.212, 1.504, 0.138)
H (-2.448, 0.673, -0.610)
H (-2.100, -0.896, 0.019)
H (-0.655, -1.203, -1.458)
H (1.060, -0.183, 0.666)

(2)
A cluster of 20 separate species, C8H48O20Si in total, computed with wB97M-V/def2-TZVPD.

Values from the calculation:
LUMO = 0.08 eV
HOMO level = -9.55 eV
E_tot = -57902.307 eV
Kohn-Sham gap = 9.63 eV
Multiplicity = 1

Cartesian coordinates (Å):
O (0.497, -2.800, 0.110)
C (0.335, -1.970, -0.782)
C (1.434, -1.782, -1.803)
Si (2.349, -0.123, -1.453)
C (-0.982, -1.230, -0.815)
C (-1.160, 0.104, -1.126)
C (-2.422, 0.663, -1.084)
C (-3.518, -0.085, -0.734)
C (-3.364, -1.436, -0.452)
C (-2.103, -1.976, -0.496)
H (1.119, -1.889, -2.846)
H (2.185, -2.587, -1.621)
H (2.589, 0.565, -2.731)
H (3.630, -0.466, -0.830)
H (1.562, 0.676, -0.504)
H (-0.314, 0.728, -1.399)
H (-2.529, 1.722, -1.307)
H (-4.506, 0.388, -0.680)
H (-4.231, -2.030, -0.170)
H (-1.998, -3.033, -0.261)
O (4.183, -3.809, -2.319)
H (4.490, -4.146, -1.472)
H (4.271, -4.561, -2.914)
O (-4.612, 1.582, 2.242)
H (-4.250, 1.144, 1.464)
H (-5.510, 1.238, 2.303)
O (4.288, 2.356, -1.085)
H (4.231, 2.790, -0.226)
H (4.137, 3.064, -1.719)
O (2.188, -5.662, -1.645)
H (1.805, -6.112, -0.885)
H (1.787, -4.786, -1.628)
O (5.603, 0.031, 0.130)
H (5.557, 0.466, 0.991)
H (5.464, 0.752, -0.502)
O (5.573, -0.145, -3.064)
H (5.515, -0.442, -2.147)
H (5.240, -0.893, -3.570)
O (7.726, 1.728, -1.695)
H (7.005, 1.266, -2.142)
H (7.913, 2.478, -2.269)
O (-6.971, 3.372, 3.115)
H (-6.588, 3.968, 2.456)
H (-6.216, 2.871, 3.439)
O (0.395, -1.552, 3.311)
H (0.755, -1.971, 2.520)
H (-0.499, -1.909, 3.374)
O (-5.872, -3.320, -0.052)
H (-5.514, -3.756, -0.833)
H (-6.772, -3.654, 0.011)
O (-5.547, 5.872, 1.588)
H (-5.624, 6.336, 2.428)
H (-5.644, 6.566, 0.928)
O (-8.456, 6.135, 2.744)
H (-8.051, 5.442, 3.282)
H (-9.374, 6.146, 3.029)
O (5.792, -0.044, 3.410)
H (6.074, -0.370, 4.269)
H (5.854, -0.813, 2.834)
O (5.113, -2.641, 1.915)
H (4.392, -3.083, 1.457)
H (5.330, -1.895, 1.343)
O (-6.530, 0.644, -1.554)
H (-7.334, 0.697, -1.031)
H (-6.783, 1.028, -2.405)
O (-0.374, -2.952, 5.811)
H (-0.085, -3.861, 5.696)
H (0.078, -2.467, 5.106)
O (1.201, 3.320, -0.502)
H (0.377, 3.818, -0.480)
H (1.148, 2.743, 0.268)
O (-8.616, 0.953, -3.161)
H (-8.956, 0.208, -2.654)
H (-9.405, 1.444, -3.412)
O (10.799, 0.339, -1.972)
H (9.972, 0.838, -1.946)
H (10.751, -0.229, -1.199)

(3)
A structure of composition C8H4BrNO3Sn, computed with wB97M-V/def2-TZVPD.

Values from the calculation:
LUMO = -10.01 eV
HOMO level = -16.31 eV
E_tot = -91846.518 eV
Kohn-Sham gap = 6.30 eV
Multiplicity = 1
Charge = +2

Cartesian coordinates (Å):
O (-3.312, -2.062, -3.203)
C (-2.741, -1.198, -2.744)
Sn (-1.080, 1.122, -1.375)
C (-2.570, 2.489, -0.274)
C (0.328, 1.986, -2.956)
O (-3.285, 3.137, 0.326)
O (1.103, 2.394, -3.739)
Br (2.928, 1.160, 2.933)
C (1.749, 0.079, 1.869)
C (1.680, -1.323, 2.066)
C (0.797, -2.039, 1.252)
C (0.017, -1.382, 0.285)
N (0.110, -0.022, 0.122)
C (0.956, 0.714, 0.891)
H (2.302, -1.775, 2.824)
H (0.704, -3.135, 1.364)
H (-0.672, -1.921, -0.355)
H (0.984, 1.777, 0.714)

(4)
The molecule C8H4Cl2OS, computed with wB97M-V/def2-TZVPD.

Values from the calculation:
Energy above the lowest of the compared OMol25 structures with the same formula, charge and spin = 0.0 kJ/mol
LUMO = -0.47 eV
HOMO level = -8.91 eV
E_tot = -46288.282 eV
Kohn-Sham gap = 8.44 eV
Multiplicity = 1
SMILES = O=C1CSc2c(Cl)ccc(Cl)c21

Cartesian coordinates (Å):
O (0.439, 2.567, -0.584)
C (0.342, 1.345, -0.411)
C (0.422, 0.480, -1.620)
S (-0.343, -1.171, -1.204)
C (-0.395, -0.705, 0.522)
C (-0.791, -1.611, 1.546)
Cl (-1.051, -3.323, 1.161)
C (-0.869, -1.171, 2.850)
C (-0.406, 0.157, 3.120)
C (0.058, 1.068, 2.192)
Cl (0.789, 2.630, 2.601)
C (0.010, 0.593, 0.843)
H (-0.168, 0.967, -2.359)
H (1.427, 0.422, -1.937)
H (-1.110, -1.837, 3.633)
H (-0.356, 0.469, 4.150)

(5)
A structure of composition C8H4ClI2O3S, computed with wB97M-V/def2-TZVPD.

Values from the calculation:
Energy above the lowest of the compared OMol25 structures with the same formula, charge and spin = 47.8 kJ/mol
LUMO = 2.60 eV
HOMO level = -4.09 eV
E_tot = -54061.390 eV
Kohn-Sham gap = 6.69 eV
Multiplicity = 1
Charge = -1

Cartesian coordinates (Å):
C (-0.017, 1.305, 0.442)
C (0.763, -0.527, -0.843)
C (-0.832, 0.433, 1.275)
C (-0.070, -1.402, -0.045)
C (0.631, 0.862, -0.663)
C (-0.798, -0.884, 1.001)
C (1.354, 1.806, -1.567)
C (3.086, -0.329, -0.038)
O (2.697, 1.604, -1.658)
O (0.906, 2.787, -2.073)
O (3.265, -0.658, -2.570)
S (3.752, 0.217, -1.564)
Cl (-1.963, -1.993, 1.757)
I (4.472, -1.973, 0.118)
I (3.726, 1.315, 1.254)
H (-0.126, 2.374, 0.494)
H (1.036, -1.042, -1.815)
H (-1.179, 0.805, 2.195)
H (-0.083, -2.524, -0.320)

(6)
The molecule C8H4F4OS, computed with wB97M-V/def2-TZVPD.

Values from the calculation:
Energy above the lowest of the compared OMol25 structures with the same formula, charge and spin = 91.6 kJ/mol
LUMO (spin up / spin down) = -1.04 / -1.48 eV
HOMO level (spin up / spin down) = -8.54 / -9.60 eV
E_tot = -32110.175 eV
Kohn-Sham gap (spin up / spin down) = 7.51 / 8.12 eV
Multiplicity = 1

Cartesian coordinates (Å):
C (-2.062, -0.969, -0.179)
C (-2.379, 0.317, 0.073)
C (-0.708, -1.253, -0.359)
C (-1.405, 1.337, 0.206)
C (0.227, -0.256, -0.372)
C (-0.034, 1.071, 0.089)
C (1.705, -0.658, -0.612)
C (2.532, -0.855, 0.648)
O (0.542, 3.568, 0.421)
F (2.270, 0.272, -1.446)
F (1.732, -1.852, -1.287)
F (2.509, 0.122, 1.560)
F (2.274, -2.047, 1.239)
S (1.190, 2.306, 0.031)
H (-2.891, -1.754, -0.192)
H (-3.392, 0.603, 0.350)
H (-0.363, -2.333, -0.541)
H (-1.748, 2.380, 0.371)